The following is a quantum chemistry calculation of a cluster of 7 separate species, C45H106N5O8 in total, from the Open Molecules 2025 dataset.

Each line ends with the Mulliken charge.
CARTESIAN COORDINATES (ANGSTROEM)
1 C 8.375 21.249 7.366  -1.33
2 C 7.383 20.977 8.507  -0.34
3 N 6.532 22.106 9.238  0.42
4 C 5.571 22.705 8.255  -0.93
5 C 5.887 21.443 10.362  -0.08
6 C 4.836 20.357 9.977  -1.28
7 C 7.524 23.133 9.673  0.12
8 C 6.936 24.224 10.576  -1.03
9 O 6.297 25.254 9.814  -0.36
10 C 6.078 26.353 10.705  -0.76
11 H 7.830 21.170 6.395  0.39
12 H 9.096 20.448 7.353  0.45
13 H 8.876 22.224 7.426  0.24
14 H 7.891 20.555 9.331  0.47
15 H 6.631 20.242 8.166  0.33
16 H 5.109 23.581 8.679  0.30
17 H 4.895 21.878 8.076  0.40
18 H 6.138 22.839 7.330  0.35
19 H 5.366 22.216 10.994  0.26
20 H 6.669 20.997 10.991  0.26
21 H 4.305 20.119 10.926  0.41
22 H 5.293 19.431 9.689  0.39
23 H 4.103 20.690 9.228  0.32
24 H 7.991 23.562 8.726  0.32
25 H 8.311 22.661 10.259  -0.19
26 H 7.736 24.640 11.137  0.67
27 H 6.228 23.873 11.356  0.37
28 H 5.831 27.168 10.054  0.27
29 H 6.964 26.544 11.301  0.32
30 H 5.245 26.202 11.359  0.31
31 C 13.265 11.960 8.780  -1.32
32 C 14.086 11.645 10.041  -0.57
33 N 14.553 10.176 10.163  -0.09
34 C 13.170 9.448 10.352  -0.98
35 C 15.162 9.714 8.849  -0.35
36 C 16.436 10.417 8.424  -1.22
37 C 15.485 9.850 11.220  -0.67
38 C 15.054 10.269 12.691  -0.92
39 O 14.839 11.635 12.879  -0.39
40 C 15.854 12.441 13.226  -0.68
41 H 13.899 12.155 7.898  0.33
42 H 12.858 12.958 8.958  0.39
43 H 12.445 11.295 8.469  0.37
44 H 13.582 11.882 10.957  0.68
45 H 14.984 12.280 9.922  0.46
46 H 13.348 8.360 10.346  0.35
47 H 12.805 9.720 9.378  0.48
48 H 12.597 9.936 11.170  0.38
49 H 14.444 9.830 8.010  0.38
50 H 15.407 8.678 9.050  0.48
51 H 16.221 11.442 8.199  0.30
52 H 16.688 9.980 7.524  0.48
53 H 17.294 10.406 9.104  0.33
54 H 16.443 9.953 10.912  0.64
55 H 15.517 8.691 11.113  0.41
56 H 15.787 9.962 13.397  0.65
57 H 14.066 9.899 12.995  0.23
58 H 16.728 11.743 13.211  0.36
59 H 15.636 12.629 14.323  0.25
60 H 15.671 13.430 12.765  0.25
61 C 15.986 23.937 10.057  -1.33
62 C 15.368 23.400 8.749  -0.40
63 N 14.008 22.713 8.885  0.13
64 C 13.015 23.733 9.399  -1.55
65 C 13.682 22.358 7.465  -0.46
66 C 12.389 21.618 7.338  -1.27
67 C 14.017 21.582 9.796  -0.42
68 C 14.822 20.316 9.377  -0.87
69 O 16.186 20.482 9.417  -0.25
70 C 16.876 19.488 8.696  -0.71
71 H 15.452 24.864 10.375  0.32
72 H 16.886 24.392 9.705  0.49
73 H 16.240 23.108 10.730  0.35
74 H 16.129 22.689 8.365  0.35
75 H 15.104 24.149 7.949  0.53
76 H 13.143 24.612 8.802  0.30
77 H 13.230 23.829 10.460  0.48
78 H 12.152 23.222 9.362  0.82
79 H 14.521 21.850 7.034  0.49
80 H 13.707 23.311 6.958  0.60
81 H 12.405 20.858 8.098  0.22
82 H 12.347 21.184 6.341  0.41
83 H 11.510 22.231 7.357  0.41
84 H 13.002 21.260 10.000  0.13
85 H 14.434 21.844 10.772  0.63
86 H 14.438 20.034 8.376  0.35
87 H 14.473 19.504 10.046  0.41
88 H 16.151 19.054 7.984  0.37
89 H 17.358 18.782 9.386  0.24
90 H 17.709 19.935 8.203  0.26
91 C 13.290 20.028 20.445  -1.09
92 C 12.322 18.869 20.273  -0.69
93 N 12.504 17.957 19.085  0.40
94 C 13.873 17.448 19.083  -1.02
95 C 11.514 16.749 19.183  -0.07
96 C 11.619 15.890 20.406  -1.15
97 C 12.326 18.680 17.746  0.13
98 C 11.006 19.431 17.571  -0.74
99 O 9.947 18.582 17.239  -0.27
100 C 8.674 19.141 16.971  -0.73
101 H 14.346 19.696 20.386  0.30
102 H 13.170 20.320 21.462  0.58
103 H 13.264 20.905 19.777  0.06
104 H 11.310 19.227 20.325  0.56
105 H 12.441 18.076 21.029  0.35
106 H 14.169 17.003 20.078  0.38
107 H 14.509 18.245 18.686  0.29
108 H 14.044 16.759 18.315  0.36
109 H 11.702 16.122 18.256  0.30
110 H 10.511 17.238 19.068  0.19
111 H 11.544 16.460 21.323  0.36
112 H 12.663 15.397 20.512  0.28
113 H 10.844 15.096 20.264  0.39
114 H 12.363 17.972 16.971  0.46
115 H 13.142 19.359 17.707  -0.31
116 H 11.231 20.121 16.742  0.58
117 H 10.827 20.039 18.522  0.25
118 H 8.733 19.786 16.077  0.23
119 H 8.362 19.741 17.794  0.36
120 H 8.021 18.279 16.858  0.24
121 C 13.627 26.829 22.364  -1.39
122 C 13.592 25.638 21.435  0.02
123 C 14.999 25.460 20.952  -1.00
124 N 15.203 24.254 20.039  0.24
125 C 14.137 24.017 18.979  -0.60
126 C 14.088 25.170 17.998  -0.67
127 C 15.325 25.312 17.265  -0.61
128 C 16.427 25.558 18.293  -0.84
129 C 16.522 24.455 19.330  -0.43
130 C 15.367 23.041 20.853  -0.83
131 H 14.097 27.664 21.896  0.37
132 H 14.240 26.502 23.223  0.36
133 H 12.662 27.264 22.540  0.39
134 H 12.913 25.808 20.580  0.31
135 H 13.286 24.652 21.906  0.16
136 H 15.715 25.352 21.728  0.46
137 H 15.210 26.325 20.407  0.38
138 H 13.207 23.865 19.490  0.54
139 H 14.459 23.114 18.509  0.21
140 H 13.791 26.082 18.551  0.24
141 H 13.365 24.916 17.179  0.40
142 H 15.207 26.135 16.555  0.41
143 H 15.516 24.439 16.651  0.23
144 H 16.324 26.526 18.781  0.31
145 H 17.334 25.487 17.795  0.56
146 H 17.335 24.577 20.051  0.45
147 H 16.677 23.475 18.863  0.31
148 H 16.170 23.132 21.609  0.34
149 H 15.694 22.180 20.275  0.23
150 H 14.412 22.731 21.245  0.41
151 C 16.819 20.719 16.390  -1.29
152 C 15.743 20.774 17.467  1.06
153 O 14.558 21.001 17.091  -0.81
154 O 16.093 20.631 18.711  -0.81
155 H 17.324 21.654 16.331  0.29
156 H 16.343 20.599 15.407  0.30
157 H 17.594 19.941 16.662  0.30
158 C 10.606 20.084 12.822  -0.80
159 C 10.265 20.826 11.552  0.36
160 O 9.060 20.841 11.230  -0.65
161 O 11.204 21.413 10.961  -0.68
162 H 11.136 19.055 12.654  0.24
163 H 9.708 19.765 13.366  0.23
164 H 11.255 20.799 13.404  0.19

Values from the calculation:
Orbital gap, eV: 7.95
Electronic energy, eV: -72186.1133
Net charge: +3
Largest force on an atom, hartree/bohr: 0.0961
LUMO, eV: -4.57